{"formula": "C19H17N2O3Se2Sm", "method": "the ωB97M-V functional and the def2-TZVPD basis", "species": ["Sm", "Se", "Se", "O", "O", "O", "N", "N", "C", "C", "C", "C", "C", "C", "C", "C", "C", "C", "C", "C", "C", "C", "C", "C", "C", "C", "C", "H", "H", "H", "H", "H", "H", "H", "H", "H", "H", "H", "H", "H", "H", "H", "H", "H"], "positions_angstrom": [[1.134, 0.486, 0.119], [4.200, 0.888, -0.668], [3.876, 0.921, 1.679], [-0.328, -0.998, 0.042], [-0.692, 1.630, -0.215], [-4.088, -3.702, -0.108], [2.435, -1.408, 1.253], [2.107, 2.713, -0.774], [-2.242, -2.334, -0.032], [-3.624, -2.473, -0.225], [3.564, -0.968, 1.818], [4.118, -3.129, 2.609], [4.216, 3.673, -1.384], [-2.444, 0.067, -0.404], [-3.838, -0.126, -0.594], [-2.758, 2.567, -0.824], [3.427, 2.623, -0.962], [-5.499, -3.950, -0.275], [3.582, 4.890, -1.626], [-1.655, -1.097, -0.129], [2.220, 5.002, -1.424], [2.138, -2.705, 1.348], [1.513, 3.888, -0.992], [-1.926, 1.377, -0.463], [4.443, -1.777, 2.505], [2.958, -3.599, 2.023], [-4.434, -1.350, -0.504], [-5.814, -3.658, -1.275], [4.775, -3.802, 3.144], [-4.465, 0.730, -0.801], [1.703, 5.935, -1.597], [-3.585, 2.699, -0.125], [-6.060, -3.418, 0.492], [-3.185, 2.453, -1.821], [4.160, 5.740, -1.965], [5.346, -1.378, 2.945], [0.445, 3.917, -0.824], [-5.611, -5.020, -0.145], [5.281, 3.551, -1.521], [1.212, -3.014, 0.881], [-5.500, -1.447, -0.638], [-1.651, -3.214, 0.172], [2.684, -4.642, 2.086], [-2.137, 3.457, -0.801]], "mulliken_charge": [1.647, -0.027, -0.034, -0.750, -0.617, -0.419, -0.226, -0.229, -0.434, 0.792, 0.459, -0.198, -0.597, 0.108, -0.954, -1.460, 0.417, -0.867, -0.222, 0.750, -0.781, -0.102, 0.059, 1.440, -0.623, -0.766, -1.052, 0.374, 0.439, 0.384, 0.431, 0.401, 0.376, 0.427, 0.443, 0.438, 0.276, 0.253, 0.437, 0.403, 0.447, 0.467, 0.432, 0.259], "lumo_ev": [-6.9, -6.9], "orbital_gap_ev": [7.151, 7.202], "charge": 2, "s_squared": 8.760, "multiplicity": 6, "total_energy_ev": -177686.7727}



{"formula": "C19H17N3", "method": "the ωB97M-V functional and the def2-TZVPD basis", "species": ["N", "N", "N", "C", "C", "C", "C", "C", "C", "C", "C", "C", "C", "C", "C", "C", "C", "C", "C", "C", "C", "C", "H", "H", "H", "H", "H", "H", "H", "H", "H", "H", "H", "H", "H", "H", "H", "H", "H"], "positions_angstrom": [[1.011, 1.380, 0.111], [-1.207, 1.493, -0.527], [0.727, -2.622, 0.176], [-2.573, -0.375, -0.773], [-1.474, -1.277, -0.815], [1.025, -1.334, -0.133], [3.467, 1.352, 0.559], [-3.550, 1.796, -0.687], [3.580, 2.845, 0.819], [-3.838, -0.970, -0.831], [2.240, -0.743, 0.028], [2.165, 0.705, 0.194], [3.471, -1.471, 0.217], [-0.109, 0.762, -0.279], [-2.400, 0.998, -0.693], [-4.836, 1.237, -0.461], [-4.923, -0.189, -0.467], [4.537, 0.571, 0.822], [-6.081, 2.104, -0.130], [4.573, -0.772, 0.621], [-0.228, -0.624, -0.359], [3.712, -2.987, -0.160], [4.547, 3.162, 0.907], [3.162, 3.067, 1.866], [1.507, -3.176, 0.530], [3.072, -3.348, -0.988], [-3.398, 2.808, -0.448], [3.575, -3.751, 0.719], [-0.105, -2.736, 0.679], [-7.004, 1.529, -0.176], [-5.929, 2.535, 0.847], [-3.738, -1.980, -0.644], [3.045, 3.378, 0.011], [4.730, -3.117, -0.490], [5.564, -1.173, 0.854], [-5.845, -0.660, -0.387], [5.377, 1.108, 1.202], [-1.618, -2.411, -0.873], [-6.230, 2.883, -0.840]], "mulliken_charge": [-0.773, -0.676, -0.497, 1.705, -1.166, 1.121, 1.035, -0.722, -1.635, -0.992, 0.762, -0.280, 0.544, -0.260, 0.210, 0.755, -0.826, -0.744, -1.315, -0.484, 0.315, -2.128, 0.522, 0.264, 0.124, 0.433, 0.456, 0.367, 0.280, 0.365, 0.293, 0.388, 0.330, 0.404, 0.334, 0.419, 0.373, 0.332, 0.366], "relative_energy_kcal_mol": 48.8, "smiles": "Cc1ccc2cc3c(N)c4c(C)ccc(C)c4nc3nc2c1", "lumo_ev": -0.9, "orbital_gap_ev": 6.338, "charge": 0, "total_energy_ev": -24447.4599}



{"formula": "C19H17N3O3S", "method": "the ωB97M-V functional and the def2-TZVPD basis", "species": ["S", "O", "O", "O", "N", "N", "N", "C", "C", "C", "C", "C", "C", "C", "C", "C", "C", "C", "C", "C", "C", "C", "C", "C", "C", "C", "H", "H", "H", "H", "H", "H", "H", "H", "H", "H", "H", "H", "H", "H", "H", "H", "H"], "positions_angstrom": [[-2.332, -1.915, 0.599], [3.454, 2.016, 0.914], [-1.674, -3.227, 0.087], [-3.457, -2.096, 1.671], [-2.822, -1.372, -0.873], [7.162, -0.960, -0.874], [2.497, -0.136, 0.528], [-3.547, -0.078, -0.761], [-1.121, -0.913, 1.072], [6.914, 0.375, -0.921], [-0.713, 1.414, 1.771], [-5.600, 0.786, 0.019], [0.632, 1.306, 1.624], [5.127, -1.291, 0.409], [-1.710, 0.511, 1.776], [5.666, 0.770, -0.544], [-2.024, -1.507, -1.904], [1.194, 0.183, 0.841], [-4.139, 2.048, -0.993], [3.489, 0.515, 0.585], [6.335, -1.591, -0.166], [4.680, 0.047, 0.233], [-4.830, -0.224, -0.021], [0.121, -0.987, 0.736], [-5.267, 2.065, -0.359], [-3.316, 1.047, -1.443], [-1.044, 2.388, 2.505], [-5.177, -1.300, 0.344], [2.567, -1.035, 0.173], [-3.680, 3.049, -1.629], [-6.640, 1.030, 0.649], [6.656, -2.722, -0.137], [-1.329, -0.792, -1.673], [7.671, 1.129, -1.417], [-2.529, -1.358, -2.749], [-1.852, -2.589, -1.969], [-2.634, 0.628, 1.953], [0.327, -1.741, 0.292], [-5.854, 3.251, -0.266], [1.373, 2.214, 1.451], [5.431, 1.874, -0.678], [4.436, -1.903, 1.140], [-2.440, 1.093, -1.996]], "mulliken_charge": [1.239, -0.713, -0.765, -0.673, 0.156, -0.488, 0.020, 0.469, -0.626, -0.261, -0.229, -0.160, -0.453, -0.334, -1.063, -0.340, -1.321, 0.320, -0.296, 0.524, -0.258, 0.673, -0.441, -0.629, -0.348, -0.431, 0.172, 0.252, 0.188, 0.069, 0.120, 0.262, 0.679, 0.269, 0.440, 0.322, 0.876, 1.218, 0.194, 0.334, 0.270, 0.312, 0.452], "relative_energy_kcal_mol": 378.6, "smiles": "CN(c1ccccc1)S(=O)(=O)c1cccc(NC(=O)c2ccncc2)c1", "lumo_ev": -1.4, "orbital_gap_ev": 7.818, "charge": 0, "total_energy_ev": -41411.3143}



{"formula": "C19H17N3O4S", "method": "the ωB97M-V functional and the def2-TZVPD basis", "species": ["S", "O", "O", "O", "O", "N", "N", "N", "C", "C", "C", "C", "C", "C", "C", "C", "C", "C", "C", "C", "C", "C", "C", "C", "C", "C", "C", "H", "H", "H", "H", "H", "H", "H", "H", "H", "H", "H", "H", "H", "H", "H", "H", "H"], "positions_angstrom": [[-1.311, -0.917, -1.869], [1.498, 3.904, -3.511], [-0.599, 0.197, -5.862], [1.726, 4.498, -1.361], [0.860, -4.023, 2.681], [-0.643, 0.342, -4.520], [0.397, 2.326, -0.516], [-0.290, 1.198, -0.390], [1.305, 3.689, -2.336], [0.254, 0.870, 1.929], [-1.501, -2.735, 0.172], [-1.030, -3.483, 1.236], [-0.092, 0.441, 3.196], [0.677, -1.772, -0.134], [0.590, 2.519, -1.813], [0.022, 1.455, -2.563], [1.146, -2.504, 0.933], [-2.276, -0.160, 2.404], [-1.352, -0.085, 3.432], [2.421, 5.662, -1.781], [-0.524, 0.612, -1.596], [-0.660, -1.867, -0.503], [0.061, -4.912, 3.426], [0.297, -3.362, 1.637], [0.030, 1.275, -3.985], [-1.942, 0.268, 1.132], [-0.666, 0.764, 0.895], [-0.023, 0.872, -6.278], [0.633, 1.984, -4.563], [0.624, 0.513, 4.000], [-2.664, 0.224, 0.332], [2.176, -2.435, 1.242], [1.347, -1.123, -0.678], [-2.531, -2.822, -0.134], [1.227, 1.288, 1.724], [2.676, 6.205, -0.875], [-0.779, -4.395, 3.900], [-3.265, -0.549, 2.591], [1.787, 6.271, -2.429], [-1.708, -4.148, 1.745], [3.323, 5.389, -2.332], [-1.618, -0.425, 4.422], [-0.317, -5.730, 2.804], [0.714, -5.319, 4.196]], "mulliken_charge": [-0.249, -0.650, -0.394, -0.278, -0.426, -0.137, -1.293, 0.989, 0.548, -0.315, -0.988, -0.378, -0.653, -0.060, 0.081, 0.794, -0.782, -0.714, -0.494, -0.670, -0.133, 0.192, -0.853, 0.839, -0.335, -0.112, 0.041, 0.329, 0.369, 0.378, 0.542, 0.447, 0.421, 0.416, 0.504, 0.236, 0.335, 0.414, 0.298, 0.414, 0.299, 0.436, 0.351, 0.242], "relative_energy_kcal_mol": 72.7, "smiles": "COC(=O)c1nn(-c2ccccc2)c(Sc2ccc(OC)cc2)c1/C=N/O", "lumo_ev": 0.5, "orbital_gap_ev": 8.401, "charge": 0, "total_energy_ev": -43472.0975}



{"formula": "C19H18AsClMgN2O8S3Sb", "method": "the ωB97M-V functional and the def2-TZVPD basis", "species": ["Sb", "As", "Cl", "S", "S", "S", "Mg", "O", "O", "O", "O", "O", "O", "O", "O", "N", "N", "C", "C", "C", "C", "C", "C", "C", "C", "C", "C", "C", "C", "C", "C", "C", "C", "C", "C", "C", "H", "H", "H", "H", "H", "H", "H", "H", "H", "H", "H", "H", "H", "H", "H", "H", "H", "H"], "positions_angstrom": [[1.878, -2.548, 3.269], [0.725, 0.751, 0.305], [0.876, -4.432, -1.703], [3.723, -2.353, 4.587], [1.541, -4.624, 2.274], [-0.002, -1.621, 4.198], [0.898, -3.100, 0.426], [1.973, -3.705, -1.165], [2.271, -1.914, 1.179], [-1.995, -1.781, -1.574], [1.305, -5.749, -2.024], [2.636, -0.638, 0.862], [0.403, -3.796, -2.865], [-0.148, -1.717, -0.319], [-0.149, -4.524, -0.724], [-1.188, -3.244, 1.471], [-2.013, -2.667, 0.492], [-3.622, 0.939, 2.204], [-1.116, 0.943, 0.992], [1.598, 3.368, -0.816], [0.249, 0.025, -4.320], [1.232, 3.407, 1.541], [-3.503, 0.701, 0.844], [1.365, -0.379, -2.240], [-2.485, 1.169, 2.961], [1.573, 4.747, 1.574], [1.197, -0.665, -3.583], [-0.341, 1.299, -2.374], [1.209, 2.696, 0.342], [0.569, 0.572, -1.620], [1.934, 4.709, -0.789], [-2.256, 0.701, 0.238], [-1.242, 1.154, 2.361], [-0.497, 1.027, -3.723], [1.919, 5.408, 0.405], [-1.349, -2.041, -0.571], [1.625, 2.830, -1.755], [-1.238, -4.261, 1.476], [0.086, -0.224, -5.362], [1.769, -1.454, -4.048], [1.574, 5.285, 2.513], [2.079, -0.927, -1.637], [-0.351, 1.247, 2.972], [-1.387, -2.858, 2.402], [-2.840, -3.186, 0.210], [-0.933, 2.077, -1.903], [-2.176, 0.469, -0.812], [2.206, 5.216, -1.706], [-4.597, 0.917, 2.673], [2.189, 6.456, 0.430], [-1.222, 1.583, -4.304], [0.982, 2.892, 2.460], [-2.556, 1.327, 4.028], [-4.381, 0.494, 0.247]], "mulliken_charge": [0.995, 0.672, 1.970, -0.702, -0.677, -0.686, 1.276, -0.601, -0.666, -0.764, -0.805, -0.331, -0.626, 0.222, -0.621, -0.525, -0.025, -0.516, 0.888, -0.225, -0.544, -0.415, -0.664, -0.668, -0.968, -0.744, -0.436, 0.446, 0.392, -0.018, -0.746, -0.186, -0.796, -0.884, -0.394, 0.172, 0.351, 0.276, 0.333, 0.334, 0.375, 0.332, 0.618, 0.195, 0.235, 0.537, 0.155, 0.370, 0.345, 0.348, 0.361, 0.265, 0.371, 0.396], "relative_energy_kcal_mol": 25.0, "lumo_ev": [4.4, 4.4], "orbital_gap_ev": [6.977, 6.940], "charge": -2, "s_squared": 0.757, "multiplicity": 2, "total_energy_ev": -157200.2277}



Please write out number 5 again, unchanged.
{"formula": "C19H18AsClMgN2O8S3Sb", "method": "the ωB97M-V functional and the def2-TZVPD basis", "species": ["Sb", "As", "Cl", "S", "S", "S", "Mg", "O", "O", "O", "O", "O", "O", "O", "O", "N", "N", "C", "C", "C", "C", "C", "C", "C", "C", "C", "C", "C", "C", "C", "C", "C", "C", "C", "C", "C", "H", "H", "H", "H", "H", "H", "H", "H", "H", "H", "H", "H", "H", "H", "H", "H", "H", "H"], "positions_angstrom": [[1.878, -2.548, 3.269], [0.725, 0.751, 0.305], [0.876, -4.432, -1.703], [3.723, -2.353, 4.587], [1.541, -4.624, 2.274], [-0.002, -1.621, 4.198], [0.898, -3.100, 0.426], [1.973, -3.705, -1.165], [2.271, -1.914, 1.179], [-1.995, -1.781, -1.574], [1.305, -5.749, -2.024], [2.636, -0.638, 0.862], [0.403, -3.796, -2.865], [-0.148, -1.717, -0.319], [-0.149, -4.524, -0.724], [-1.188, -3.244, 1.471], [-2.013, -2.667, 0.492], [-3.622, 0.939, 2.204], [-1.116, 0.943, 0.992], [1.598, 3.368, -0.816], [0.249, 0.025, -4.320], [1.232, 3.407, 1.541], [-3.503, 0.701, 0.844], [1.365, -0.379, -2.240], [-2.485, 1.169, 2.961], [1.573, 4.747, 1.574], [1.197, -0.665, -3.583], [-0.341, 1.299, -2.374], [1.209, 2.696, 0.342], [0.569, 0.572, -1.620], [1.934, 4.709, -0.789], [-2.256, 0.701, 0.238], [-1.242, 1.154, 2.361], [-0.497, 1.027, -3.723], [1.919, 5.408, 0.405], [-1.349, -2.041, -0.571], [1.625, 2.830, -1.755], [-1.238, -4.261, 1.476], [0.086, -0.224, -5.362], [1.769, -1.454, -4.048], [1.574, 5.285, 2.513], [2.079, -0.927, -1.637], [-0.351, 1.247, 2.972], [-1.387, -2.858, 2.402], [-2.840, -3.186, 0.210], [-0.933, 2.077, -1.903], [-2.176, 0.469, -0.812], [2.206, 5.216, -1.706], [-4.597, 0.917, 2.673], [2.189, 6.456, 0.430], [-1.222, 1.583, -4.304], [0.982, 2.892, 2.460], [-2.556, 1.327, 4.028], [-4.381, 0.494, 0.247]], "mulliken_charge": [0.995, 0.672, 1.970, -0.702, -0.677, -0.686, 1.276, -0.601, -0.666, -0.764, -0.805, -0.331, -0.626, 0.222, -0.621, -0.525, -0.025, -0.516, 0.888, -0.225, -0.544, -0.415, -0.664, -0.668, -0.968, -0.744, -0.436, 0.446, 0.392, -0.018, -0.746, -0.186, -0.796, -0.884, -0.394, 0.172, 0.351, 0.276, 0.333, 0.334, 0.375, 0.332, 0.618, 0.195, 0.235, 0.537, 0.155, 0.370, 0.345, 0.348, 0.361, 0.265, 0.371, 0.396], "relative_energy_kcal_mol": 25.0, "lumo_ev": [4.4, 4.4], "orbital_gap_ev": [6.977, 6.940], "charge": -2, "s_squared": 0.757, "multiplicity": 2, "total_energy_ev": -157200.2277}